1.
9
Properties=species:S:1:pos:R:3:forces:R:3 method="wB97M-V/def2-TZVPD" fmax_ev_per_a=4.7 energy_ha=-263.17054 relative_energy_kcal_mol=120.94 homo_energy_ev="-6.9 / -8.4"
C -1.172 1.912 -0.957 2.04 -3.45 1.56
C 0.907 -1.199 0.497 -4.26 -1.93 -0.61
N -0.781 0.324 1.431 1.59 -1.52 -0.84
N 0.090 -0.066 0.742 -2.36 2.77 0.74
O -0.595 0.950 -1.356 -0.46 0.94 0.17
H -1.551 2.544 -1.656 -1.67 2.74 -2.27
H 1.377 -1.298 1.370 2.87 -0.85 3.06
H 1.403 -1.038 -0.368 2.25 0.69 -2.26
H 0.321 -2.129 0.297 0.00 0.61 0.45

2.
69
Properties=species:S:1:pos:R:3:forces:R:3 method="wB97M-V/def2-TZVPD" fmax_ev_per_a=2.7 energy_ha=-1181.05944 relative_energy_kcal_mol=137.88 homo_energy_ev=-3.0
C -1.648 0.735 2.054 0.50 0.32 0.41
C -0.658 0.311 0.910 -0.14 0.08 0.29
C -1.063 -1.055 0.205 0.03 2.18 0.80
N 0.020 -2.044 0.485 -0.63 0.27 -1.35
N -0.443 -3.141 1.278 -0.90 -1.25 -0.14
C -0.839 -2.753 2.663 -0.43 0.60 1.69
C -1.248 -3.972 3.564 0.20 -0.02 0.65
C -0.154 -4.265 4.665 -0.92 0.97 -0.29
C -0.090 -3.012 5.619 0.12 -0.69 0.54
N 1.132 -2.220 5.350 -0.31 0.05 0.23
B 0.712 -4.165 1.342 2.04 -0.98 -0.04
O 1.978 -3.632 1.642 -2.31 -1.14 0.19
O 0.508 -5.514 1.078 0.73 2.46 0.92
C 1.652 -6.251 1.620 0.13 -2.54 0.04
C 1.377 -7.801 1.593 0.63 1.15 -0.45
H -2.077 1.746 1.884 0.08 -0.84 -0.04
H -2.456 -0.011 2.253 0.36 0.62 -0.38
H -1.082 0.816 3.016 -0.42 -0.04 -0.64
H -0.507 1.131 0.155 -0.39 -0.65 0.57
H 0.339 0.166 1.389 -0.63 -0.06 -0.55
H -2.056 -1.375 0.605 0.72 -0.07 -0.44
H -1.167 -0.809 -0.872 0.23 -0.75 0.51
H 0.244 -2.459 -0.426 0.32 0.03 0.37
H -1.275 -3.584 0.847 0.24 0.09 0.19
H -1.693 -2.041 2.685 0.67 -0.43 -0.76
H 0.006 -2.188 3.127 -0.45 -0.50 -0.46
H -1.543 -4.882 2.997 0.37 0.57 0.11
H -2.157 -3.669 4.135 0.52 -0.23 -0.59
H -0.468 -5.142 5.260 0.44 0.23 -0.53
H 0.830 -4.388 4.166 -0.41 -0.27 0.55
H -1.021 -2.415 5.488 0.83 -0.09 -0.04
H -0.103 -3.336 6.690 -0.12 0.02 -0.79
H 1.103 -1.364 5.906 -0.07 -0.05 -0.29
H 1.922 -2.728 5.750 -0.11 0.02 -0.26
H 1.887 -2.946 2.317 0.37 0.50 -0.29
H 1.817 -5.986 2.683 0.00 0.27 -0.78
H 2.557 -6.099 0.997 -0.61 0.40 0.54
H 1.392 -8.138 0.536 -0.39 0.05 0.67
H 0.442 -8.065 2.123 0.60 0.02 -0.35
H 2.278 -8.255 2.067 -0.81 0.13 -0.10
C -2.210 4.034 -4.088 -0.30 -0.20 -0.47
C -0.859 3.404 -3.701 -0.08 0.34 -0.48
C 0.109 3.495 -4.895 0.17 -0.09 -0.16
C 0.628 4.898 -5.202 0.07 0.07 -0.13
C 0.682 5.805 -3.971 -0.13 0.12 -0.11
C 0.753 5.059 -2.625 0.01 0.04 -0.40
N -0.392 4.165 -2.533 -0.29 0.11 0.33
O -0.436 3.455 -1.334 0.20 -0.50 0.44
C 0.625 6.128 -1.530 0.10 0.06 0.26
C 2.129 4.384 -2.476 0.36 -0.06 0.09
C -1.102 1.906 -3.464 0.05 -0.12 0.35
H -2.926 3.947 -3.268 0.17 0.00 0.11
H -2.650 3.539 -4.966 -0.01 -0.02 -0.01
H -2.109 5.094 -4.326 0.12 -0.02 0.06
H 0.970 2.844 -4.710 -0.10 -0.04 0.18
H -0.366 3.088 -5.797 -0.09 -0.03 0.10
H 1.626 4.814 -5.646 -0.04 -0.02 -0.01
H 0.003 5.370 -5.966 0.01 0.01 0.03
H 1.527 6.495 -4.071 0.04 -0.07 0.17
H -0.210 6.440 -3.973 -0.04 -0.10 0.20
H -0.359 6.602 -1.565 -0.02 -0.14 -0.06
H 1.378 6.913 -1.662 0.05 -0.06 -0.10
H 0.763 5.706 -0.533 -0.10 -0.15 -0.11
H 2.931 5.128 -2.545 -0.05 0.03 -0.03
H 2.319 3.633 -3.246 -0.09 0.02 -0.02
H 2.228 3.894 -1.505 -0.25 -0.03 -0.03
H -1.496 1.437 -4.373 0.07 0.19 -0.13
H -1.833 1.732 -2.673 0.14 0.16 0.10
H -0.176 1.389 -3.201 -0.01 0.10 0.11

3.
18
Properties=species:S:1:pos:R:3:forces:R:3 method="wB97M-V/def2-TZVPD" fmax_ev_per_a=7.2 energy_ha=-326.96134 relative_energy_kcal_mol=106.68 homo_energy_ev="-7.8 / -7.6"
C -0.319 0.564 0.067 -3.61 -3.23 -0.68
C -0.469 2.058 -0.117 1.60 -0.16 0.46
C 2.177 -0.266 -0.474 -0.78 2.81 0.16
C -1.498 -1.700 0.237 2.13 -1.86 -1.32
C 0.918 -0.174 0.544 0.37 1.16 -3.48
N -1.507 -0.327 -0.118 3.58 6.04 1.69
O -2.652 0.111 -0.426 0.19 0.49 -0.33
H 0.508 2.567 -0.385 -0.83 -0.91 0.30
H -1.159 2.363 -0.867 -0.77 -0.15 -0.57
H -0.772 2.528 0.826 -0.14 -0.10 -0.02
H 1.793 -0.172 -1.525 0.24 -1.35 0.82
H 2.763 -1.140 -0.139 -0.07 0.49 -0.89
H 2.811 0.713 -0.534 -0.79 -1.75 0.98
H -1.163 -1.989 1.248 -0.24 0.57 -0.35
H -2.501 -2.018 0.035 -0.22 -0.50 -0.09
H -0.737 -2.086 -0.520 -1.21 -0.61 1.06
H 1.211 0.117 1.491 0.81 1.04 1.97
H 0.596 -1.149 0.659 -0.25 -1.98 0.29

4.
13
Properties=species:S:1:pos:R:3:forces:R:3 method="wB97M-V/def2-TZVPD" fmax_ev_per_a=2.9 energy_ha=-778.76053 relative_energy_kcal_mol=101.72 homo_energy_ev="-10.6 / -9.5"
C 0.605 -0.095 -0.658 -0.57 -0.10 -0.45
C 0.629 1.100 0.292 0.12 -0.79 -0.39
O -2.257 -0.867 2.125 -0.93 0.28 -0.87
O -0.406 -1.550 3.544 1.01 0.25 1.30
O -0.616 -0.808 -0.385 0.49 0.12 -1.15
O 0.553 0.724 1.570 0.37 -1.63 2.32
S -0.903 -1.294 2.231 0.71 -1.27 -0.04
H 1.328 -0.797 -0.238 0.58 0.12 -0.92
H 0.733 0.276 -1.780 -0.17 -1.13 2.33
H -0.257 1.647 0.158 -0.86 1.83 -1.34
H 1.612 1.548 0.176 0.11 0.79 -0.34
H -1.343 -0.282 -0.720 -0.41 0.07 -0.02
H -0.679 -2.652 1.742 -0.44 1.47 -0.42

5.
82
Properties=species:S:1:pos:R:3:forces:R:3 method="wB97M-V/def2-TZVPD" fmax_ev_per_a=2.6 energy_ha=-4431.93984 homo_energy_ev=-10.8 total_charge=+1
C 1.405 -2.291 -1.398 -0.56 1.25 0.93
C 2.194 -1.245 -2.170 0.35 -1.15 -0.04
O 3.035 -0.442 -1.361 -0.15 0.34 -0.57
B 2.431 0.704 -0.934 -0.17 -0.03 0.32
O 2.769 1.902 -1.507 0.59 -0.39 0.24
C 1.303 0.596 0.196 1.11 0.26 0.43
C -0.067 0.615 -0.076 -0.87 -0.04 0.61
C -0.671 0.796 -1.440 0.34 0.24 -0.38
N -1.721 1.797 -1.514 -1.55 -1.56 0.28
C -3.020 1.364 -2.055 1.39 1.32 1.77
C -0.991 0.467 1.001 0.38 -0.04 -0.12
C -2.445 0.441 0.785 -1.24 0.81 0.64
O -2.790 -0.597 0.188 0.27 -0.47 -0.61
O -3.178 1.355 1.177 0.61 -0.12 -0.43
C -0.506 0.323 2.325 0.06 -0.28 -0.43
N -1.262 0.184 3.408 -0.02 0.10 0.51
S -0.247 0.084 4.640 -0.62 -0.20 0.66
N 1.155 0.159 3.905 0.19 0.34 -0.40
C 0.882 0.297 2.596 -0.28 0.01 0.08
C 1.772 0.415 1.518 0.07 0.75 -0.82
P 3.517 0.255 1.887 0.26 -2.63 0.05
N 3.819 -0.868 2.918 0.38 0.12 0.27
H 1.451 -3.328 -1.917 0.17 -1.02 0.43
H 1.769 -2.376 -0.379 0.38 -0.20 -0.07
H 0.341 -2.057 -1.312 -0.18 -0.40 -0.21
H 2.790 -1.765 -2.915 0.32 0.34 -0.11
H 1.531 -0.557 -2.707 -0.26 -0.36 -0.25
H 3.053 2.570 -0.873 -0.55 0.49 -0.23
H -1.038 -0.173 -1.801 -0.24 0.02 0.03
H 0.074 1.134 -2.161 0.55 0.19 1.78
H -1.835 2.278 -0.631 0.13 0.79 0.04
H -3.811 1.899 -1.542 0.01 0.14 -0.10
H -3.209 0.299 -1.922 0.12 -0.45 -0.05
H -3.086 1.585 -3.120 -0.26 -0.28 -0.74
H 3.994 1.532 2.452 -1.44 0.18 -0.94
H 4.245 -0.029 0.705 -0.15 0.84 -0.29
H 4.433 -1.574 2.460 -0.08 0.01 0.02
Na 0.266 0.812 -3.808 -0.12 -0.52 -2.35
O -2.582 0.416 6.868 0.00 -0.01 -0.14
Cl -2.081 1.571 7.596 0.12 -0.11 0.24
O -2.402 1.484 8.977 0.00 -0.05 -0.10
O -2.664 2.752 7.009 0.03 0.06 -0.19
O -0.643 1.602 7.404 0.05 0.08 -0.14
Al 5.560 2.153 2.985 1.35 0.14 0.77
O -0.793 -1.489 -5.422 0.51 0.57 -0.33
C -1.981 -1.754 -5.512 0.07 -0.18 0.48
O -2.662 -1.752 -4.393 0.11 0.10 0.40
C -4.096 -1.743 -4.282 -0.92 -0.26 0.35
C -4.709 -3.124 -4.315 0.48 -0.19 -0.22
C -2.622 -2.103 -6.821 -0.02 0.23 -0.09
H -4.521 -1.077 -5.029 0.06 0.03 -0.03
H -4.287 -1.256 -3.313 0.06 -0.21 -0.51
H -4.529 -3.621 -5.273 -0.11 0.01 0.02
H -5.783 -3.053 -4.157 -0.01 0.05 0.01
H -4.279 -3.755 -3.537 -0.06 0.01 0.06
H -2.510 -3.167 -7.026 0.04 -0.01 0.03
H -2.058 -1.539 -7.589 -0.32 -0.68 0.12
H -3.671 -1.825 -6.888 -0.02 -0.06 0.07
F 4.461 -2.329 0.771 -0.29 0.61 0.11
F 1.647 -4.635 -1.198 -0.12 0.84 -0.57
Be -1.330 0.232 -7.869 0.35 0.62 -0.07
C -2.339 5.842 2.362 -0.39 -0.09 -0.07
C -1.796 4.477 2.001 0.18 -0.04 0.33
O -1.434 4.604 0.610 -0.18 -0.03 -0.06
S -0.937 6.106 0.314 -0.18 -0.13 0.33
O 0.485 6.126 0.350 0.02 0.04 -0.12
O -1.656 6.595 -0.803 0.15 -0.07 -0.19
O -1.488 6.762 1.648 0.22 -0.14 0.07
H -3.362 5.976 2.010 0.00 -0.01 -0.01
H -2.292 6.045 3.428 0.17 0.15 -0.03
H -2.525 3.680 2.126 -0.02 -0.02 -0.24
H -0.895 4.243 2.572 -0.01 0.03 0.02
F -4.739 0.592 -3.261 -0.27 0.32 -0.33
C 5.657 -5.096 4.187 0.11 0.11 0.08
C 5.621 -3.848 3.321 0.20 -0.29 -0.07
O 6.894 -3.199 3.271 -0.14 0.18 0.13
H 5.972 -4.846 5.200 -0.05 0.00 0.02
H 4.675 -5.569 4.230 0.00 -0.01 -0.02
H 6.372 -5.819 3.791 -0.06 -0.04 -0.05
H 4.921 -3.123 3.732 0.05 0.01 0.06
H 5.304 -4.089 2.306 -0.14 0.03 -0.03
H 7.526 -3.820 2.898 0.02 -0.01 -0.04

What did the fourth record say?
13
Properties=species:S:1:pos:R:3:forces:R:3 method="wB97M-V/def2-TZVPD" fmax_ev_per_a=2.9 energy_ha=-778.76053 relative_energy_kcal_mol=101.72 homo_energy_ev="-10.6 / -9.5"
C 0.605 -0.095 -0.658 -0.57 -0.10 -0.45
C 0.629 1.100 0.292 0.12 -0.79 -0.39
O -2.257 -0.867 2.125 -0.93 0.28 -0.87
O -0.406 -1.550 3.544 1.01 0.25 1.30
O -0.616 -0.808 -0.385 0.49 0.12 -1.15
O 0.553 0.724 1.570 0.37 -1.63 2.32
S -0.903 -1.294 2.231 0.71 -1.27 -0.04
H 1.328 -0.797 -0.238 0.58 0.12 -0.92
H 0.733 0.276 -1.780 -0.17 -1.13 2.33
H -0.257 1.647 0.158 -0.86 1.83 -1.34
H 1.612 1.548 0.176 0.11 0.79 -0.34
H -1.343 -0.282 -0.720 -0.41 0.07 -0.02
H -0.679 -2.652 1.742 -0.44 1.47 -0.42